No. 1
A molecular structure, C11H24HgIN5OP in a non-equilibrium geometry. Source: OMol25; level of theory: ωB97M-V/def2-TZVPD.

XYZ file:
```
44
Properties=species:S:1:pos:R:3:forces:R:3
Hg -3.515207 1.470323 -0.128152 0.273 0.058 -0.691
I -3.129337 2.354207 -2.943346 -0.126 -0.222 0.664
C 0.372576 -0.350531 2.445535 -0.155 0.028 0.154
N 1.273647 0.586341 1.805213 -0.266 0.478 -0.390
C 2.664911 0.192689 1.831772 0.058 0.009 0.073
P 0.631632 1.412794 0.486583 1.353 -0.168 -0.083
O -0.817817 1.599379 0.649807 -0.710 -0.085 0.013
N 1.558556 2.834758 0.411666 -0.588 -1.006 0.081
C 1.075175 3.668793 -0.679446 0.069 0.264 -0.292
C 1.660991 3.573754 1.655913 0.136 0.137 0.233
N 1.023088 0.590949 -0.919756 -0.157 0.576 0.570
C 0.002602 0.258633 -1.883278 -0.363 -0.215 -0.007
C 2.360746 0.613061 -1.461952 0.149 -0.149 0.029
H 0.691910 -0.515163 3.477645 0.016 0.004 -0.018
H 0.329346 -1.320147 1.936594 0.046 -0.061 -0.057
H -0.620733 0.089989 2.448187 -0.070 -0.118 0.082
H 2.964727 0.008534 2.868852 0.002 0.036 -0.088
H 3.273295 1.002048 1.434510 0.140 -0.024 0.025
H 2.859216 -0.721791 1.256733 0.001 0.016 -0.034
H 0.930748 3.059040 -1.569020 -0.004 0.062 -0.112
H 1.810180 4.444807 -0.901465 0.008 -0.023 -0.009
H 0.118492 4.148168 -0.442836 0.015 -0.020 0.019
H 1.987140 2.899020 2.442671 0.028 0.103 0.106
H 0.706095 4.023987 1.952244 0.002 0.011 0.000
H 2.398732 4.370923 1.536122 -0.026 -0.024 0.025
H -0.972193 0.390709 -1.420421 -0.024 -0.040 -0.181
H 0.105428 -0.785453 -2.194801 -0.005 -0.014 -0.032
H 0.060476 0.893600 -2.772980 -0.026 0.052 0.008
H 3.052380 0.980017 -0.710293 0.157 -0.033 -0.140
H 2.424339 1.265813 -2.341961 0.003 0.001 0.028
H 2.649017 -0.399695 -1.765832 0.083 0.097 0.000
N -1.607877 -5.226790 -0.644536 0.135 -0.361 -0.039
C -2.070996 -3.951293 -0.549736 -0.024 0.530 0.002
C -2.090935 -3.272811 0.674413 -0.010 -0.106 0.023
C -2.527430 -1.966127 0.709161 0.046 -0.152 -0.111
N -2.937318 -1.302829 -0.365609 -0.131 0.619 0.099
C -2.907268 -1.933788 -1.534079 0.034 -0.146 0.026
C -2.483820 -3.237434 -1.681041 -0.008 -0.085 0.091
H -1.497488 -5.763127 0.197400 -0.026 -0.033 -0.047
H -1.787887 -5.744609 -1.486431 -0.002 -0.021 0.057
H -1.769975 -3.766216 1.582337 0.017 -0.013 0.035
H -2.545509 -1.415303 1.638745 -0.006 0.011 0.147
H -3.234134 -1.358779 -2.388850 -0.027 0.064 -0.150
H -2.469520 -3.700451 -2.656281 -0.016 -0.037 -0.107
```
Forces are in eV/Å.

Results
Frontier orbital gap (alpha / beta): 7.895 / 6.660 eV
HOMO energy (alpha / beta): -7.29 / -8.19 eV
Energy relative to the best compared isomer or geometry (same formula, charge and spin): 0.00 kcal per mole
Expectation value of S²: 0.762
Multiplicity: 2

=====

No. 2
2 unconnected molecules or ions with the total composition C2H4NO3S in a non-equilibrium geometry. Source: OMol25; level of theory: ωB97M-V/def2-TZVPD.

XYZ file:
```
11
Properties=species:S:1:pos:R:3:forces:R:3
C -1.797157 -0.362254 0.592788 1.224 0.628 0.020
C -0.770797 0.625740 0.174702 0.265 -0.771 -0.011
N -1.931821 0.816225 -0.279176 0.502 1.158 -0.031
O 2.107866 1.376376 -0.303214 0.174 -0.688 0.292
O 2.266093 -0.910425 -1.039395 -0.196 -1.428 -0.326
O 3.424795 -0.179475 1.068863 -0.695 -0.637 -0.442
S 2.890337 0.112415 -0.262203 -0.288 2.698 1.709
H -1.976793 -1.304113 0.189583 0.366 -1.589 -1.438
H -2.165836 -0.412434 1.569654 -0.717 0.884 1.680
H 3.989751 0.500350 -0.846976 1.076 0.015 -1.148
H 0.339501 0.960258 0.169221 -1.712 -0.270 -0.305
```
Forces are in eV/Å.

Results
Frontier orbital gap: 9.211 eV
HOMO energy: -5.38 eV
Energy relative to the best compared isomer or geometry (same formula, charge and spin): 44.44 kcal per mole
Total charge: -1

=====

No. 3
2 unconnected molecules or ions with the total composition C6H14NO in a non-equilibrium geometry. Source: OMol25; level of theory: ωB97M-V/def2-TZVPD.

XYZ file:
```
22
Properties=species:S:1:pos:R:3:forces:R:3
C 1.698468 -0.014850 -0.523038 0.508 0.328 -0.409
C 0.603518 -0.041009 0.425747 -2.514 1.213 1.316
C 3.095292 0.485968 -0.184788 -0.606 0.068 -0.426
C -1.806605 1.445252 -0.267835 -0.403 0.363 2.571
C -2.252717 -0.686440 0.917327 1.011 0.981 -0.053
C -1.453892 0.022238 -0.187932 3.094 -1.433 2.998
N 1.198493 -1.345808 0.086855 -0.798 -0.945 -1.572
O -1.277743 -0.822107 -1.230613 -0.806 1.337 -1.734
H 1.536416 0.095762 -1.598220 -0.635 -0.565 0.239
H 0.853609 0.334346 1.447518 -0.292 -0.532 -0.800
H 3.717659 0.388794 -1.112175 -0.161 0.028 1.286
H 3.395531 -0.107205 0.663989 0.903 -0.157 0.134
H 3.065542 1.537696 0.172508 -0.069 -0.590 -0.483
H -2.855116 1.381105 -0.487406 -0.771 0.686 -0.504
H -1.276918 2.188711 -0.816065 0.515 0.035 -0.893
H -1.776891 1.786142 0.833855 -0.055 -0.351 -1.672
H -3.251593 -0.334697 1.078167 -0.927 0.213 -0.991
H -2.220688 -1.717073 0.739847 -0.242 -1.554 -0.239
H -1.921004 -0.516447 1.916193 1.157 0.216 0.659
H 0.546990 -1.860028 -0.579702 1.057 0.562 1.008
H 1.718857 -1.973695 0.731048 -0.241 0.978 -0.565
H -1.337210 -0.246648 -2.025274 0.275 -0.878 0.129
```
Forces are in eV/Å.

Results
Frontier orbital gap: 10.521 eV
HOMO energy: -13.29 eV
Energy relative to the best compared isomer or geometry (same formula, charge and spin): 72.32 kcal per mole
Total charge: +1

=====

No. 4
A molecular structure, C32H54AsMnN6Si2 in a non-equilibrium geometry. Source: OMol25; level of theory: ωB97M-V/def2-TZVPD.

XYZ file:
```
96
Properties=species:S:1:pos:R:3:forces:R:3
Mn 11.947125 5.816492 9.334933 0.921 0.343 0.451
C 14.857143 3.873003 8.271894 -0.189 -0.293 0.923
C 15.236171 5.084405 7.470871 0.413 -0.608 -1.199
C 15.926774 4.948699 6.220464 -0.865 -1.657 0.472
C 15.888129 5.962424 5.322197 -0.678 2.937 1.241
C 15.283638 7.222199 5.730882 0.651 -1.123 -2.205
C 14.624400 7.388070 6.907424 -0.068 -0.276 1.146
C 13.733868 8.580511 7.152767 -0.377 -0.116 0.297
C 14.667847 6.286860 7.813719 0.211 0.442 -1.125
N 13.990684 6.311076 9.061734 -2.243 -0.355 -1.467
C 14.592393 6.641675 10.111277 0.314 0.706 1.181
C 15.961665 7.187595 10.115131 -0.424 0.131 0.326
C 13.768830 6.580614 11.333687 0.551 0.616 3.064
C 14.395612 6.805030 12.682717 2.239 0.408 -1.973
N 12.536245 6.339613 11.236434 -1.412 0.437 -1.466
C 11.454867 6.337651 12.216205 -0.214 -1.007 -1.114
C 10.853544 7.452588 12.813065 0.909 0.089 0.232
C 11.643228 8.767171 12.949376 -1.765 0.067 -0.166
C 9.591871 7.186474 13.370383 -0.432 0.987 -0.873
C 8.890735 6.003191 13.174658 -0.909 1.506 1.793
C 9.513453 4.929397 12.652156 1.509 -0.788 -1.034
C 10.802251 5.094468 12.151234 0.082 -0.731 0.155
C 11.545784 3.918420 11.513199 -0.450 1.653 -1.487
H 13.735405 3.811122 8.272181 0.645 -0.156 -0.081
H 15.115878 4.005204 9.367303 0.080 -0.663 -1.244
H 15.235916 2.932875 7.808045 -0.124 0.727 0.735
H 16.284607 3.938537 5.900800 -0.185 1.007 0.524
H 16.267030 5.957164 4.327248 0.433 -0.466 -0.450
H 15.255202 8.007732 4.953929 -0.033 -0.360 0.641
H 13.440512 8.990114 6.188469 -0.198 -0.012 -0.011
H 14.111025 9.434182 7.721793 0.420 -0.294 0.126
H 12.832834 8.227285 7.691488 0.319 0.359 -0.248
H 16.207569 7.865114 10.913272 -0.484 0.604 0.235
H 16.050818 7.647966 9.155865 0.882 0.279 -0.516
H 16.674104 6.423620 10.305445 0.827 -1.060 -0.458
H 13.687742 6.876169 13.453059 -0.835 0.212 1.007
H 15.095861 7.683039 12.602734 -0.935 -0.649 0.504
H 15.077239 5.960417 12.862730 -0.157 0.033 0.132
H 10.976620 9.658642 12.919011 0.388 -0.694 0.151
H 12.420095 8.933186 12.222327 0.142 -0.264 -0.625
H 12.147578 8.745253 13.889683 0.241 0.165 0.884
H 8.949952 7.950693 13.798760 0.728 0.404 0.182
H 7.877659 6.033622 13.607421 0.503 -0.600 -0.515
H 9.090598 3.962670 12.542108 -0.645 -0.634 0.121
H 11.132969 2.961521 11.701755 -0.478 -0.846 0.543
H 12.599154 3.947019 11.760951 0.140 -0.274 -0.119
H 11.410191 3.971985 10.360529 0.432 -0.139 0.904
C 11.402569 5.199960 6.269866 0.233 0.258 0.520
N 10.410236 5.255732 5.236600 0.675 -1.673 -0.502
C 9.952690 6.581244 4.985204 -0.408 0.583 0.309
N 9.364915 7.094840 6.196151 0.600 2.421 -0.142
C 10.350719 7.124330 7.216252 -0.024 1.495 -1.231
N 10.813347 5.818142 7.546980 1.347 -2.113 1.083
C 9.623159 4.991839 7.922561 0.012 -1.168 0.347
N 8.613018 4.983122 6.864797 0.579 -0.780 0.071
C 9.250697 4.437817 5.605055 -0.535 -0.751 0.898
C 8.242936 6.373612 6.607637 -1.734 -0.854 -0.032
H 12.302267 5.841608 6.046635 -0.706 -0.930 -0.068
H 11.639185 4.132065 6.526748 0.109 1.026 -0.444
H 9.156536 6.554575 4.272676 -0.237 -0.034 -0.882
H 10.730900 7.267316 4.666825 0.293 -0.125 -0.208
H 9.906639 7.580602 8.068845 -0.150 0.652 1.048
H 11.184007 7.692817 6.811140 0.135 0.270 0.348
H 9.202869 5.390037 8.869156 -0.101 0.066 -0.425
H 10.049989 3.972741 8.198198 -0.876 0.829 -0.730
H 8.488888 4.396649 4.767127 0.950 0.093 1.073
H 9.574042 3.411720 5.909657 -0.179 0.669 -0.757
H 7.759053 6.807884 7.483356 0.212 0.051 0.227
H 7.485858 6.410935 5.824357 -0.037 -0.223 -0.078
C 8.044089 16.171897 6.324659 1.757 -1.148 0.546
Si 9.630742 15.753608 7.251312 -1.204 0.075 1.600
C 8.476103 15.607315 10.596823 -0.984 -0.069 -1.656
C 11.118999 15.422360 6.310390 0.767 -0.913 -0.638
As 9.976480 15.270624 9.378637 -0.549 0.075 -0.659
Si 11.993601 14.432009 10.276205 0.382 -0.031 0.541
C 12.979997 15.815628 11.096057 -0.062 -2.159 0.463
C 12.895914 13.411054 8.973954 -0.189 -0.299 1.200
C 11.253148 13.351249 11.610166 -0.864 -0.262 -0.301
H 7.568735 17.092141 6.492810 -0.496 1.296 0.566
H 7.327666 15.362311 6.415748 -0.006 -0.156 -0.255
H 8.538688 16.229991 5.367083 -0.491 -0.179 -0.901
H 7.901424 16.344620 9.978867 0.256 -0.472 1.079
H 8.845676 16.013491 11.504440 0.255 0.637 0.666
H 7.829951 14.743000 10.821599 0.519 0.213 -0.333
H 11.066736 14.410114 5.888622 -0.402 0.144 -0.348
H 11.985183 15.290041 6.965506 0.035 0.768 -0.147
H 11.231778 16.129397 5.483798 0.428 -0.066 0.195
H 12.703743 16.767315 10.783868 0.067 1.752 -1.201
H 14.032171 15.541461 10.981172 0.022 0.565 -0.113
H 12.775477 15.881289 12.158864 -0.073 -0.486 0.367
H 13.498759 13.932981 8.269804 0.137 0.631 -0.808
H 12.147730 12.773508 8.514917 0.033 -0.131 -0.373
H 13.625828 12.763604 9.484973 -0.324 0.064 0.149
H 10.594001 13.996606 12.191244 -0.015 0.128 0.191
H 12.025878 13.027981 12.293255 0.273 -0.263 0.188
H 10.602720 12.497620 11.309972 0.691 0.473 -0.037
```
Forces are in eV/Å.

Results
Frontier orbital gap (alpha / beta): 6.156 / 6.203 eV
HOMO energy (alpha / beta): -15.02 / -15.02 eV
Expectation value of S²: 3.779
Total charge: +3
Multiplicity: 4

=====

no.,calculated total energy (hartree)
1,-1575.1154
2,-757.2509
3,-366.6520
4,-5545.0561